Below is a structure of composition C27H32CoN9O3S5, with properties calculated with ωB97M-V with the def2-TZVPD basis set.

Structure (XYZ):
```
77
Properties=species:S:1:pos:R:3:forces:R:3:mulliken_charge:R:1
Co 0.6677 -0.0847 -0.4100 -0.1 0.0 0.0 -0.27
C -0.3139 3.2800 4.7174 0.0 0.0 0.0 -1.35
C 0.7428 2.7436 3.8305 0.0 0.0 0.0 1.11
N 1.9394 3.2234 3.6921 0.0 0.0 0.0 -0.83
N 2.5279 2.4101 2.7833 0.0 0.0 -0.1 0.50
C 1.7385 1.4368 2.3536 0.1 -0.1 -0.1 -0.09
S 2.2238 0.2060 1.2539 0.0 0.1 0.0 -0.31
N 0.5906 1.6248 3.0326 -0.1 0.0 0.0 0.46
N -0.5164 0.7885 2.9314 0.0 0.0 0.0 -0.73
H 0.0660 4.1733 5.2056 0.0 0.0 0.0 0.36
H -0.5911 2.5582 5.4872 0.0 0.0 0.0 0.35
H -1.2059 3.5390 4.1460 0.0 0.0 0.0 0.32
H 3.4550 2.6129 2.4448 0.0 0.0 0.0 0.19
H -0.9427 0.6983 3.8455 0.0 0.0 0.0 0.28
H -1.1678 1.1959 2.2672 0.0 0.0 0.0 0.15
S 2.1953 -1.5535 -1.2115 0.0 0.0 0.0 -0.20
C 3.6167 -0.8262 -1.8063 0.0 0.0 0.0 0.40
N 4.5285 -1.5968 -2.3709 0.0 0.0 0.0 -0.25
C 5.8235 -0.9902 -2.6823 0.0 0.0 0.0 -0.61
C 5.5496 0.5055 -2.7919 0.0 0.0 0.0 -0.52
S 4.0754 0.8296 -1.7645 0.0 0.0 0.0 0.10
H 4.3956 -2.5978 -2.4052 0.0 0.0 0.0 0.27
H 6.2019 -1.3960 -3.6178 0.0 0.0 0.0 0.34
H 6.5322 -1.2185 -1.8847 0.0 0.0 0.0 0.30
H 5.3300 0.8118 -3.8121 0.0 0.0 0.0 0.33
H 6.3747 1.0997 -2.4094 0.0 0.0 0.0 0.40
C -2.7330 5.8401 -4.4849 0.0 0.0 0.0 -1.49
C -1.9905 4.9690 -3.5154 0.0 0.0 0.0 0.88
C -1.2404 3.8805 -3.9607 0.0 0.0 0.0 -0.96
C -0.5251 3.0933 -3.0747 0.0 0.0 0.0 -0.24
C -0.5619 3.4030 -1.7195 0.0 -0.1 -0.1 -0.11
C -1.2877 4.4939 -1.2497 0.0 0.0 0.0 -0.63
C -2.0036 5.2593 -2.1499 0.0 0.0 0.0 -0.87
S 0.3449 2.4574 -0.5709 0.0 -0.1 0.2 1.56
O 0.9398 3.3533 0.3683 0.0 0.0 0.0 -0.62
O 1.2589 1.5580 -1.3435 0.0 0.0 0.0 -0.49
O -0.5397 1.4165 0.1073 0.1 0.1 -0.1 -0.39
H -2.9484 5.3128 -5.4124 0.0 0.0 0.0 0.38
H -2.1327 6.7175 -4.7335 0.0 0.0 0.0 0.31
H -3.6697 6.1960 -4.0586 0.0 0.0 0.0 0.40
H -1.2018 3.6597 -5.0202 0.0 0.0 0.0 0.45
H 0.0774 2.2673 -3.4279 0.0 0.0 0.0 0.54
H -1.2756 4.7455 -0.1977 0.0 0.0 0.0 0.50
H -2.5707 6.1092 -1.7921 0.0 0.0 0.0 0.42
S -2.5941 -4.3941 3.1486 -0.1 -0.1 0.1 -0.20
C -1.6077 -3.3177 2.2087 0.0 0.2 -0.1 1.49
C -0.2213 -3.3779 2.0858 0.0 0.0 0.0 -0.76
C 0.4326 -2.4430 1.3142 0.0 0.0 0.0 -1.05
N -0.2003 -1.4751 0.6397 -0.1 0.0 0.0 0.98
C -1.5393 -1.4113 0.7565 0.0 0.0 0.0 -0.43
C -2.2656 -2.2893 1.5166 0.0 -0.1 0.0 -1.43
C -1.3818 -5.4173 3.9513 0.0 0.0 0.0 0.05
C -0.9739 -5.1244 5.2424 0.0 0.0 0.0 0.02
C -0.0424 -5.9685 5.8367 0.0 0.0 0.0 -0.38
N 0.4726 -7.0318 5.2308 0.0 0.0 0.0 -0.55
C 0.0598 -7.3072 3.9967 0.0 0.0 0.0 -0.33
C -0.8686 -6.5362 3.3111 0.0 0.0 0.0 -0.05
H 0.3570 -4.1381 2.5908 0.0 0.0 0.0 0.39
H 1.5095 -2.4664 1.2368 0.0 0.0 0.0 0.44
H -2.0310 -0.6108 0.2236 0.0 0.0 0.0 0.53
H -3.3409 -2.1838 1.5688 0.0 0.0 0.0 0.44
H -1.3683 -4.2706 5.7760 0.0 0.0 0.0 0.42
H 0.2992 -5.7771 6.8472 0.0 0.0 0.0 0.37
H 0.4869 -8.1885 3.5328 0.0 0.0 0.0 0.38
H -1.1872 -6.8079 2.3138 0.0 0.0 0.0 0.42
C -3.5251 0.0169 -3.8729 0.0 0.0 0.0 -0.80
N -2.3236 -0.4837 -3.2102 0.0 0.0 0.0 0.16
C -1.7162 -1.6951 -3.4218 0.0 0.0 0.0 -0.75
C -0.6377 -1.7329 -2.5976 0.0 0.0 0.0 -0.55
N -0.5782 -0.5542 -1.8863 0.0 0.0 0.0 0.97
C -1.6171 0.1670 -2.2786 0.0 0.0 0.0 -1.15
H -3.8243 -0.6991 -4.6322 0.0 0.0 0.0 0.32
H -3.3158 0.9726 -4.3480 0.0 0.0 0.0 0.32
H -4.3327 0.1309 -3.1534 0.0 0.0 0.0 0.33
H -2.0938 -2.4088 -4.1325 0.0 0.0 0.0 0.45
H 0.0863 -2.5178 -2.4816 0.0 0.0 0.0 0.54
H -1.8943 1.1353 -1.9019 0.0 0.0 0.0 1.06
```
Forces are in eV/Å.

Summary:
HOMO-LUMO gap (eV): 7.69
HOMO (eV): -13.5017
F_max (eV/Å): 0.19
Total charge: +2
E_LUMO (eV): -5.8
Energy above the lowest of the compared OMol25 structures with the same formula, charge and spin (eV): 0.057